(1)
# C3H5ClS2

C3H5ClS2 in the gas phase at a distorted geometry (ωB97M-V/def2-TZVPD, the OMol25 dataset).

LUMO level: 0.6 eV
Highest occupied orbital energy: -0.3385 hartree
Frontier orbital gap: 9.827 eV
F_max: 6.50 eV Å⁻¹
Net charge: 0
Energy relative to the best compared isomer or geometry (same formula, charge and spin): 1.935 eV
Spin multiplicity: 1

XYZ file:
```
11
C3H5ClS2 (ωB97M-V/def2-TZVPD)
S -0.4644 0.4451 2.2524
C -0.6117 -0.4650 0.7108
C 0.6011 -0.4958 -0.2545
Cl 2.2296 -0.2827 -0.1336
C -0.5872 0.3979 -0.4936
S -1.4688 0.1562 -2.1638
H 0.6785 -0.2482 2.8159
H -1.3995 -1.2548 0.7539
H 0.3961 -1.5166 -0.7303
H -0.2566 1.4479 -0.1849
H -2.8037 0.1343 -1.5770
```

natural (NBO) atomic charge list, values in e, 6 entries:
1 S -0.0310
2 C -0.3730
3 C -0.3146
4 Cl 0.0790
5 C -0.3356
6 S -0.0404

***

(2)
# C27H54AsF6O27

C27H54AsF6O27 as an isolated structure at a distorted geometry (ωB97M-V/def2-TZVPD, the OMol25 dataset).

LUMO level: 2.2 eV
Highest occupied orbital energy: -0.2691 hartree
Frontier orbital gap: 9.522 eV
F_max: 5.86 eV Å⁻¹
Net charge: -1
Energy relative to the best compared isomer or geometry (same formula, charge and spin): 4.323 eV
Spin multiplicity: 1

XYZ file:
```
115
C27H54AsF6O27 (ωB97M-V/def2-TZVPD)
As 1.6571 -0.1550 0.7581
F 1.9138 0.5803 -0.8806
F 3.0641 0.8819 1.4503
F 1.2855 -0.9426 2.2804
F 0.3085 -1.1035 -0.0943
F 2.7977 -1.5506 0.2658
F 0.4826 1.1539 1.1760
C 1.4910 2.3820 -8.5492
O 2.0302 2.4041 -7.2485
C 1.3233 1.9182 -6.2910
O 0.1307 1.5138 -6.4044
O 2.0881 1.9011 -5.2136
C 1.7657 1.0797 -4.1242
H 0.5083 2.8529 -8.5718
H 1.3503 1.3806 -8.9562
H 2.1497 3.0856 -9.0584
H 1.6638 0.0531 -4.4762
H 0.8805 1.5202 -3.6655
H 2.5359 1.1884 -3.3607
C -2.0101 5.5973 6.0800
O -1.7207 5.7442 4.6962
C -2.0716 4.6834 3.9144
O -2.4941 3.5678 4.2645
O -1.8212 4.9720 2.6819
C -2.0867 4.0163 1.6357
H -1.7478 6.4878 6.6512
H -1.4978 4.8003 6.6190
H -3.0829 5.4107 6.0324
H -1.1482 3.6468 1.2222
H -2.6549 4.5324 0.8618
H -2.6738 3.1873 2.0308
C 2.5278 -2.3902 5.3618
O 1.5465 -1.3607 5.2959
C 0.2397 -1.5426 5.0669
O -0.3833 -2.6140 4.9410
O -0.3789 -0.3688 4.9638
C 0.3688 0.8715 4.8470
H 2.2557 -2.8428 6.3154
H 3.4306 -1.7823 5.4200
H 2.4938 -2.9808 4.4464
H 0.9756 1.0780 5.7287
H -0.1866 1.7719 4.5843
H 1.0122 0.7261 3.9792
C -2.6935 -2.0192 -2.3298
O -3.7503 -2.2532 -1.4857
C -4.9320 -2.4713 -2.0618
O -5.1195 -2.5367 -3.3049
O -5.8486 -2.6177 -1.1103
C -7.1882 -2.8901 -1.2876
H -2.8766 -1.2403 -3.0700
H -2.4256 -2.9093 -2.8991
H -1.7805 -1.6292 -1.8799
H -7.7002 -2.9749 -0.3291
H -7.3034 -3.8195 -1.8451
H -7.5993 -2.0932 -1.9074
C 2.2988 -4.8673 1.2364
O 1.2850 -4.9519 2.2428
C 0.0280 -4.6390 2.0389
O -0.7646 -4.6802 2.9662
O -0.2797 -4.5521 0.7204
C -1.6550 -4.4591 0.3077
H 2.1031 -5.3832 0.2964
H 3.1131 -5.4691 1.6401
H 2.6610 -3.8448 1.1297
H -2.0549 -3.4499 0.4058
H -2.2642 -5.3071 0.6206
H -1.5617 -4.4802 -0.7781
C 2.0007 3.5715 3.1801
O 1.8755 4.8260 3.7199
C 1.4177 5.7561 2.8919
O 1.0356 5.6138 1.6790
O 1.1673 6.8617 3.7799
C 0.3693 7.9206 3.2297
H 2.4002 2.8250 3.8665
H 2.7530 3.5746 2.3913
H 1.0185 3.2870 2.8029
H 0.6383 8.1568 2.2001
H 0.3156 8.8331 3.8233
H -0.6552 7.5596 3.1390
C -5.9977 -3.2550 2.3707
O -4.8647 -2.5734 1.8554
C -3.6935 -2.4900 2.4116
O -3.3397 -3.1251 3.4270
O -3.0430 -1.5633 1.7333
C -1.7009 -1.0889 1.9839
H -6.7297 -3.6710 1.6784
H -6.5717 -2.5649 2.9891
H -5.7317 -4.1041 3.0003
H -0.9474 -1.8710 2.0772
H -1.6499 -0.6627 2.9859
H -1.3718 -0.4160 1.1921
C 5.2220 -0.9599 -1.5863
O 5.6224 -0.1365 -2.6977
C 5.3700 1.1717 -2.7276
O 4.6935 1.8495 -1.9075
O 5.9229 1.7041 -3.7851
C 5.7011 3.0486 -4.1100
H 6.1304 -1.2115 -1.0389
H 4.6984 -1.8556 -1.9203
H 4.3911 -0.5863 -0.9879
H 6.0857 3.2911 -5.1007
H 6.2786 3.5826 -3.3554
H 4.6200 3.1782 -4.1595
C 1.4432 -2.9696 -2.6866
O 0.9752 -3.6493 -3.8660
C 0.1358 -3.0200 -4.6708
O -0.5475 -2.0649 -4.3722
O 0.1656 -3.5664 -5.8657
C -0.4475 -2.7728 -6.9108
H 2.1577 -3.6223 -2.1850
H 0.6746 -2.8038 -1.9318
H 2.0551 -2.1149 -2.9750
H -0.2584 -3.1600 -7.9120
H -0.2718 -1.6972 -6.8946
H -1.5232 -2.8524 -6.7539
```

Mulliken atomic charge list, values in e, 6 entries:
1 As 2.0122
2 F -0.5039
3 F -0.5687
4 F -0.3839
5 F -0.3760
6 F -0.5256

***

(3)
# C18H17N4O2PtS4

C18H17N4O2PtS4 as an isolated structure (ωB97M-V/def2-TZVPD, the OMol25 dataset).

⟨S²⟩: 2.007
LUMO level (alpha / beta): -2.8 / -4.2 eV
Highest occupied orbital energy (alpha / beta): -0.3799 / -0.3798 hartree
Frontier orbital gap (alpha / beta): 7.495 / 6.121 eV
F_max: 0.29 eV Å⁻¹
Net charge: +1
Energy relative to the best compared isomer or geometry (same formula, charge and spin): 0.000 eV
Spin multiplicity: 3

XYZ file:
```
46
C18H17N4O2PtS4 (ωB97M-V/def2-TZVPD)
Pt 0.7448 0.0124 0.2348
C -2.7346 -0.6236 -0.7568
C -2.4332 0.5846 0.0618
N -1.2447 0.9154 0.4942
C -1.2442 2.0801 1.2371
C -2.4631 2.6559 1.3512
S -3.6294 1.7084 0.5373
C 0.0493 2.4684 1.7990
C 0.3806 3.4785 2.6362
S 2.0474 3.4020 3.0085
C 2.2405 2.0255 2.0294
N 1.1183 1.6588 1.4580
C 3.5317 1.3066 1.8531
H -1.9687 -1.3788 -0.5955
H -2.7591 -0.3655 -1.8170
H -3.7011 -1.0450 -0.4863
H -2.7332 3.5592 1.8724
H -0.2577 4.2403 3.0513
H 4.3488 1.8336 2.3402
H 3.7573 1.2098 0.7906
H 3.4559 0.3051 2.2795
O -0.2039 -5.3939 -0.1979
C -0.1345 -5.1999 1.1295
C -0.3340 -6.3174 1.9418
C -0.2785 -6.2023 3.3129
C -0.0235 -4.9699 3.9164
C 0.1750 -3.8640 3.1230
C 0.1242 -3.9516 1.7248
C 0.3389 -2.7296 0.9367
O 0.5853 -1.6302 1.5770
N 0.3075 -2.8133 -0.3747
N 0.5615 -1.5984 -0.9945
C 0.5795 -1.6199 -2.2826
S 0.7432 -0.1421 -3.1907
C 1.1371 -0.9993 -4.7420
C 0.2898 -2.2554 -4.7925
S 0.4066 -3.0917 -3.1835
H -0.0393 -4.5384 -0.6412
H -0.5290 -7.2660 1.4601
H -0.4341 -7.0815 3.9249
H 0.0189 -4.8850 4.9933
H 0.3744 -2.8985 3.5664
H 2.2004 -1.2316 -4.7572
H 0.9029 -0.3207 -5.5603
H 0.6538 -2.9500 -5.5481
H -0.7543 -2.0230 -4.9955
```

natural (NBO) atomic charge list, values in e, 6 entries:
1 Pt 1.0713
2 C -0.6688
3 C 0.1013
4 N -0.4976
5 C 0.0610
6 C -0.3993

***

(4)
# C32H79BFINO23S7

C32H79BFINO23S7 as an isolated structure at a distorted geometry (ωB97M-V/def2-TZVPD, the OMol25 dataset).

LUMO level: -4.7 eV
Highest occupied orbital energy: -0.4378 hartree
Frontier orbital gap: 7.255 eV
F_max: 3.12 eV Å⁻¹
Net charge: +1
Spin multiplicity: 1

XYZ file:
```
145
C32H79BFINO23S7 (ωB97M-V/def2-TZVPD)
C 1.4361 -3.5230 -6.0562
C 1.5168 -4.0368 -4.5477
C 1.3987 -5.5977 -4.4521
C 2.6768 -3.3913 -3.7209
C 4.1235 -3.9740 -3.9156
C 4.4901 -4.8361 -5.1709
C 5.9938 -4.8191 -5.6237
C 6.7459 -6.2027 -5.4346
F 6.9508 -6.7609 -6.6836
C 5.0170 -2.6618 -3.6168
C 6.3028 -2.9948 -2.7488
N 5.7423 -4.1321 -1.8881
I 5.1146 -3.1718 -0.1569
C 4.7146 -4.8789 -2.7187
B 3.6612 -5.7861 -1.8726
O 2.6005 -5.2887 -1.0810
O 3.7790 -7.2048 -1.9711
H 0.6175 -2.7808 -6.1733
H 1.1743 -4.4309 -6.6576
H 2.4071 -3.1335 -6.4263
H 0.5672 -3.6492 -4.0905
H 2.1751 -6.1608 -5.0094
H 1.2793 -5.9310 -3.3887
H 0.4246 -5.8633 -4.9385
H 2.3487 -3.3560 -2.6527
H 2.7280 -2.3157 -4.0341
H 4.2500 -5.8988 -4.9055
H 3.8719 -4.6237 -6.0724
H 6.0217 -4.6342 -6.7257
H 6.6365 -4.0425 -5.1633
H 6.1696 -6.8912 -4.7743
H 7.7331 -5.9929 -4.9556
H 5.2933 -2.2661 -4.6209
H 4.5261 -1.8476 -3.0449
H 6.5395 -2.1142 -2.1206
H 7.2119 -3.3267 -3.3004
H 6.4612 -4.8433 -1.7253
H 5.3697 -5.6860 -3.1472
H 2.8746 -5.1800 -0.1625
H 2.9521 -7.4647 -2.4097
O 3.9665 -1.5855 5.2044
S 3.5764 -0.8093 4.0615
O 4.0951 -1.0896 2.7472
O 3.8005 0.7549 4.3858
C 5.1010 1.1872 4.8102
C 6.0845 1.2503 3.6567
C 1.8116 -0.7652 3.9697
H 5.4734 0.5454 5.6126
H 4.9731 2.1864 5.2280
H 6.2977 0.2550 3.2650
H 7.0271 1.6937 3.9806
H 5.6769 1.8420 2.8351
H 1.4118 -0.5160 4.9508
H 1.4738 -1.7543 3.6658
H 1.5147 -0.0274 3.2267
O -1.8992 -1.8022 -0.0454
S -0.5914 -1.2129 -0.0491
O -0.0453 -0.5804 1.1191
O -0.4650 -0.2110 -1.3020
C -1.4303 0.8485 -1.4465
C -1.1726 1.9842 -0.4762
C 0.5812 -2.3946 -0.6420
H -2.4458 0.4600 -1.3395
H -1.3326 1.2211 -2.4680
H -1.3398 1.6697 0.5547
H -1.8376 2.8232 -0.6842
H -0.1373 2.3253 -0.5467
H 0.1989 -2.8518 -1.5526
H 0.7102 -3.1497 0.1314
H 1.5254 -1.8831 -0.8238
O -0.5975 1.1918 6.1438
S 0.0010 2.1560 7.0269
O -0.1041 2.0367 8.4530
O -0.4796 3.6299 6.5912
C -1.8888 3.8869 6.5088
C -2.5193 4.0448 7.8798
C 1.7048 2.3439 6.5997
H -2.3862 3.1030 5.9323
H -2.0003 4.8172 5.9512
H -2.4961 3.1071 8.4358
H -3.5609 4.3566 7.7886
H -1.9768 4.7849 8.4703
H 1.7861 2.4734 5.5225
H 2.2244 1.4382 6.9097
H 2.1104 3.2031 7.1297
O -2.1294 5.4243 -1.3521
S -2.4991 6.1711 -2.5225
O -2.0063 5.8172 -3.8249
O -2.2023 7.7324 -2.2590
C -0.8790 8.1134 -1.8616
C 0.0947 8.0857 -3.0251
C -4.2602 6.2914 -2.5996
H -0.5314 7.4826 -1.0394
H -0.9534 9.1312 -1.4779
H 0.2539 7.0678 -3.3827
H 1.0618 8.4925 -2.7251
H -0.2911 8.6673 -3.8639
H -4.6364 6.5965 -1.6257
H -4.6445 5.3069 -2.8607
H -4.5296 7.0126 -3.3682
O -5.2808 1.2374 -1.2170
S -6.6371 1.3898 -0.7657
O -7.0491 2.5346 -0.0038
O -7.0750 0.0546 0.0189
C -6.2581 -0.3831 1.1161
C -6.4669 0.4641 2.3566
C -7.7311 1.2070 -2.1417
H -5.2050 -0.4016 0.8232
H -6.5511 -1.4117 1.3282
H -6.1084 1.4828 2.2036
H -5.9287 0.0423 3.2066
H -7.5274 0.5289 2.6055
H -7.4482 0.3191 -2.7025
H -7.6275 2.0947 -2.7632
H -8.7509 1.1289 -1.7714
O 2.9876 2.6301 -3.4398
S 2.4864 1.5897 -4.2927
O 3.3436 0.8920 -5.2133
O 1.2005 2.1394 -5.0883
C 1.3391 3.3432 -5.8587
C 2.0861 3.1045 -7.1577
C 1.6344 0.3958 -3.3085
H 1.8192 4.1234 -5.2632
H 0.3279 3.6844 -6.0810
H 3.1273 2.8382 -6.9720
H 2.0736 4.0025 -7.7769
H 1.6357 2.2816 -7.7155
H 0.9566 0.9088 -2.6366
H 2.3828 -0.1542 -2.7395
H 1.0948 -0.2825 -3.9673
O -6.7687 -1.3543 5.5156
S -7.4337 -0.6885 6.6027
O -7.2612 0.7155 6.8474
O -7.1414 -1.4967 7.9656
C -5.7763 -1.7316 8.3343
C -5.1133 -0.4837 8.8871
C -9.1648 -1.0318 6.5110
H -5.2164 -2.1348 7.4867
H -5.7936 -2.5024 9.1055
H -5.0076 0.2814 8.1173
H -4.1182 -0.7159 9.2700
H -5.7124 -0.0535 9.6913
H -9.3058 -2.1002 6.3642
H -9.5638 -0.4783 5.6627
H -9.6386 -0.6960 7.4308
```

Mulliken atomic charge list, values in e, 6 entries:
1 C -1.4160
2 C 0.6793
3 C -1.4269
4 C -0.7650
5 C 3.3535
6 C -1.1802

***

(5)
# C48H72CaO36

C48H72CaO36 as an isolated structure at a distorted geometry (ωB97M-V/def2-TZVPD, the OMol25 dataset).

LUMO level: -3.3 eV
Highest occupied orbital energy: -0.5118 hartree
Frontier orbital gap: 10.645 eV
F_max: 5.47 eV Å⁻¹
Net charge: +2
Spin multiplicity: 1

XYZ file:
```
157
C48H72CaO36 (ωB97M-V/def2-TZVPD)
Ca 5.6100 -23.7086 -2.2955
C -0.1398 -27.1018 -2.5381
C 0.4383 -26.2319 -1.4165
C 1.4123 -27.0806 -0.5082
O 2.6370 -26.3971 -0.7341
C 2.4707 -25.2704 -1.4600
O 3.3342 -24.4220 -1.7475
O 1.2982 -25.2506 -2.0097
H -0.4467 -26.4712 -3.3725
H -0.9996 -27.6962 -2.2288
H 0.6266 -27.7876 -2.8993
H -0.3169 -25.7875 -0.7682
H 1.4559 -28.1130 -0.8551
H 1.0775 -27.0816 0.5291
C 10.8080 -24.1971 -6.5523
C 9.5916 -23.2263 -6.1861
C 8.2697 -23.2786 -7.0155
O 7.2467 -23.4588 -6.0660
C 7.7583 -23.7988 -4.9504
O 7.0675 -24.1265 -3.9781
O 9.1097 -23.7714 -5.0002
H 11.4700 -24.5855 -5.7784
H 11.3839 -23.5705 -7.2333
H 10.3891 -25.0386 -7.1042
H 9.9241 -22.2059 -5.9955
H 8.2442 -24.1643 -7.6502
H 8.0467 -22.4400 -7.6751
C 9.3508 -20.2159 1.9763
C 9.4795 -20.5294 0.5124
C 10.3724 -21.6424 0.0408
O 9.5240 -22.3124 -0.9073
C 8.2870 -21.7705 -0.9045
O 7.3373 -22.1908 -1.5352
O 8.2489 -20.7542 -0.0316
H 8.7294 -20.8638 2.5945
H 8.9579 -19.2004 2.0258
H 10.3140 -20.0183 2.4468
H 9.8072 -19.5788 0.0915
H 10.6029 -22.2466 0.9183
H 11.2132 -21.2162 -0.5064
C 5.6195 -19.5361 1.2887
C 4.8570 -18.6462 2.3520
C 5.4888 -17.3773 2.8252
O 4.4255 -16.4510 2.7718
C 3.3547 -17.0355 2.2748
O 2.2806 -16.5366 2.2324
O 3.6178 -18.2349 1.8258
H 5.8582 -19.0073 0.3659
H 5.1350 -20.4950 1.1046
H 6.5573 -19.9073 1.7019
H 4.5358 -19.2065 3.2301
H 6.1530 -17.0296 2.0339
H 5.9856 -17.5597 3.7781
C 4.1469 -28.0307 -6.6994
C 3.4764 -26.6682 -6.4962
C 2.2270 -26.6501 -5.5580
O 2.5137 -25.4869 -4.7475
C 3.7631 -25.0409 -4.9806
O 4.3892 -24.1409 -4.3374
O 4.3850 -25.8522 -5.8769
H 5.1346 -27.9188 -7.1468
H 3.6525 -28.6337 -7.4610
H 4.3935 -28.5820 -5.7920
H 3.2150 -26.2111 -7.4506
H 2.2559 -27.4834 -4.8559
H 1.2640 -26.4508 -6.0280
C 1.0888 -21.8667 -4.3623
C -0.0768 -22.2137 -5.3660
C 0.2585 -23.4425 -6.2306
O -0.7375 -24.3815 -5.9438
C -1.6004 -23.8394 -5.0475
O -2.6200 -24.3909 -4.6653
O -1.1744 -22.6616 -4.6470
H 0.9079 -20.9116 -3.8692
H 2.1025 -21.9019 -4.7614
H 1.1867 -22.6559 -3.6169
H -0.4118 -21.3735 -5.9743
H 1.2341 -23.9171 -6.1256
H 0.2267 -23.0508 -7.2473
C 10.7791 -28.2386 -0.3802
C 9.5105 -27.4931 0.0768
C 9.7503 -26.4411 1.0836
O 8.7055 -25.5502 0.7804
C 8.5235 -25.6292 -0.5504
O 7.8104 -24.8648 -1.2072
O 9.1348 -26.7610 -1.0458
H 11.6153 -27.5935 -0.6500
H 10.6164 -28.9419 -1.1969
H 11.0902 -28.9348 0.3986
H 8.7494 -28.2264 0.3436
H 10.7346 -25.9833 0.9847
H 9.7616 -26.8776 2.0823
C 10.4421 -27.2416 -4.3669
C 9.3667 -28.0704 -5.1016
C 8.0459 -27.9182 -4.4079
O 7.2992 -27.7036 -5.5787
C 7.9972 -27.3378 -6.6362
O 7.6103 -26.9205 -7.7276
O 9.2525 -27.5663 -6.3658
H 11.4010 -27.3725 -4.8684
H 10.6607 -27.5610 -3.3480
H 10.2460 -26.1758 -4.2497
H 9.6514 -29.1208 -5.1631
H 8.0733 -27.0576 -3.7395
H 7.8033 -28.8227 -3.8501
C 6.7069 -24.8650 4.4126
C 5.8349 -24.0579 3.5049
C 6.5515 -22.7981 2.9964
O 6.3474 -22.8586 1.5699
C 5.7614 -24.0089 1.2044
O 5.4401 -24.2670 0.0739
O 5.6022 -24.7766 2.3394
H 7.0539 -24.3876 5.3289
H 7.5664 -25.1414 3.8019
H 6.1588 -25.7488 4.7392
H 4.8964 -23.7297 3.9518
H 7.6285 -22.8803 3.1431
H 6.2227 -21.8969 3.5139
C 4.1604 -30.1942 -3.6480
C 4.5095 -29.3778 -2.4244
C 5.8832 -29.6246 -1.8190
O 6.3073 -28.2729 -1.6594
C 5.5107 -27.3796 -2.2621
O 5.5995 -26.1799 -2.2488
O 4.5636 -28.0430 -2.8682
H 4.9290 -30.0516 -4.4076
H 3.1355 -30.0486 -3.9892
H 4.1654 -31.2045 -3.2389
H 3.7697 -29.3001 -1.6277
H 6.5777 -30.1622 -2.4646
H 5.9979 -30.1347 -0.8626
C 1.0204 -18.5995 -0.6316
C 2.0434 -19.2084 -1.5882
C 3.4183 -18.5472 -1.5588
O 4.2442 -19.6524 -1.6229
C 3.6895 -20.7793 -1.3140
O 4.2014 -21.8675 -1.2890
O 2.3775 -20.5737 -1.2013
H 0.7649 -17.5922 -0.9608
H 1.3932 -18.5834 0.3925
H 0.0817 -19.1516 -0.6795
H 1.6663 -19.1596 -2.6097
H 3.6296 -18.0105 -0.6339
H 3.5995 -17.7811 -2.3127
C 3.6917 -18.3320 -5.5503
C 4.5627 -19.5163 -6.0679
C 6.0953 -19.2397 -5.9905
O 6.6055 -20.3465 -5.2984
C 5.5892 -21.0195 -4.6827
O 5.7285 -21.8031 -3.7901
O 4.3653 -20.5848 -5.1179
H 3.9544 -17.4156 -6.0788
H 3.8681 -18.1044 -4.4990
H 2.6355 -18.5874 -5.6356
H 4.1926 -19.7801 -7.0587
H 6.3705 -18.4121 -5.3368
H 6.5846 -19.3448 -6.9588
```

Mulliken atomic charge list, values in e, 6 entries:
1 Ca 3.0680
2 C -0.9580
3 C 0.3791
4 C -0.6025
5 O -0.2424
6 C 0.2454